1.
{"formula": "C11H4Cl4N2", "method": "ωB97M-V/def2-TZVPD", "species": ["N", "C", "C", "C", "C", "C", "C", "C", "Cl", "C", "Cl", "C", "N", "C", "Cl", "C", "Cl", "H", "H", "H", "H"], "xyz": [[-3.01430, 2.20991, -0.79028], [-2.48139, 1.20867, -0.97532], [-1.84280, -0.05350, -1.06995], [-0.62708, -0.52236, -0.54803], [0.44063, 0.18362, 0.20402], [0.64128, 1.56341, 0.10158], [1.63666, 2.20361, 0.83015], [2.41477, 1.46439, 1.73848], [3.63752, 2.22476, 2.72212], [2.21980, 0.10668, 1.86299], [3.14601, -0.86894, 3.02017], [1.23561, -0.51541, 1.11062], [-0.51773, -1.86951, -0.92900], [-1.64621, -2.27228, -1.65891], [-1.92152, -3.91967, -2.18531], [-2.46244, -1.17648, -1.78893], [-4.07002, -1.35970, -2.49139], [0.05331, 2.22228, -0.54638], [1.83032, 3.25217, 0.74770], [1.12243, -1.56261, 1.26500], [0.20515, -2.51904, -0.61933]], "homo_energy_ev": -8.8674, "lumo_energy_ev": -0.32, "smiles": "N#Cc1c(-c2ccc(Cl)c(Cl)c2)[nH]c(Cl)c1Cl", "e_tot_ev": -64541.5561, "relative_energy_ev": 0.000, "homo_lumo_gap_ev": 8.552}

2.
{"formula": "C6H8S", "method": "ωB97M-V/def2-TZVPD", "species": ["C", "C", "C", "C", "C", "C", "S", "H", "H", "H", "H", "H", "H", "H", "H"], "xyz": [[-0.26172, -1.77706, 0.16328], [0.01294, -0.45857, 0.06120], [-0.36467, 0.43432, -1.02136], [0.94060, 0.23249, 1.13735], [2.02302, 0.99662, 0.53588], [3.06577, 0.41607, -0.00415], [4.46589, -0.16865, -0.38123], [-1.03198, -2.18379, -0.50803], [0.15650, -2.23008, 1.09784], [-0.38356, -0.20776, -1.93808], [0.30546, 1.26492, -1.30244], [-1.47806, 0.71702, -1.04078], [0.35002, 0.78661, 1.92338], [1.35560, -0.75052, 1.73244], [2.01007, 2.08146, 0.50026]], "homo_energy_ev": -8.3065, "lumo_energy_ev": -0.09, "smiles": "C=C(C)CC=C=S", "e_tot_ev": -17184.0225, "relative_energy_ev": 2.448, "homo_lumo_gap_ev": 8.219}